[1]
Below is a structure of composition C45H38N10O3PtS, with properties calculated with wB97M-V/def2-TZVPD.

Cartesian coordinates (Å):
Pt1 0.690 0.667 0.082
C1 2.203 0.633 6.396
C2 1.272 1.656 6.472
C3 0.482 2.008 5.369
C4 0.678 1.292 4.214
C5 0.081 1.410 2.877
N1 0.652 0.486 2.056
C6 1.577 -0.233 2.756
N2 2.271 -1.248 2.299
C7 2.432 -1.522 1.023
C8 2.978 -2.778 0.502
C9 3.322 -3.951 1.128
C10 3.702 -5.018 0.302
C11 3.745 -4.879 -1.077
C12 3.400 -3.674 -1.705
C13 3.008 -2.642 -0.888
C14 2.475 -1.311 -1.182
N3 2.361 -0.802 -2.391
C15 1.665 0.270 -2.680
N4 0.707 0.843 -1.891
C16 0.124 1.870 -2.558
N5 -0.878 2.613 -2.135
C17 -1.268 2.663 -0.882
N6 -0.624 2.140 0.196
C18 -1.270 2.498 1.333
N7 -0.888 2.244 2.567
C19 -2.446 3.304 0.978
C20 -3.420 3.894 1.746
C21 -4.427 4.590 1.064
C22 -4.428 4.690 -0.319
C23 -3.423 4.095 -1.091
C24 -2.449 3.401 -0.414
C25 0.752 1.997 -3.880
C26 0.557 2.896 -4.901
C27 1.391 2.769 -6.021
C28 2.358 1.779 -6.092
C29 2.542 0.862 -5.050
C30 1.724 0.998 -3.954
N8 2.151 -0.687 -0.016
C31 1.617 0.260 4.138
C32 2.393 -0.095 5.214
H1 2.798 0.393 7.267
H2 1.153 2.195 7.402
H3 -0.243 2.808 5.427
H4 3.272 -4.059 2.203
H5 3.940 -5.974 0.748
H6 4.046 -5.725 -1.682
H7 3.431 -3.569 -2.781
H8 -3.411 3.826 2.825
H9 -5.219 5.065 1.628
H10 -5.216 5.244 -0.809
H11 -3.415 4.176 -2.170
H12 -0.200 3.665 -4.845
H13 1.279 3.460 -6.845
H14 2.985 1.715 -6.971
H15 3.294 0.087 -5.107
H16 3.118 -0.895 5.154
C33 -4.752 -0.745 -2.156
C34 -5.661 -0.454 -0.966
C35 -5.068 0.506 0.055
S1 -3.576 0.068 0.974
O1 -2.428 -0.121 0.021
C36 -3.968 -1.588 1.617
C37 -3.707 -2.733 0.644
C38 -3.523 -4.054 1.385
H17 -5.210 -1.483 -2.814
H18 -3.779 -1.117 -1.836
H19 -4.583 0.162 -2.742
H20 -5.964 -1.377 -0.470
H21 -6.588 0.004 -1.321
H22 -5.790 0.749 0.841
H23 -4.780 1.452 -0.417
H24 -4.990 -1.565 2.000
H25 -3.300 -1.680 2.478
H26 -2.809 -2.493 0.075
H27 -4.523 -2.818 -0.072
H28 -2.613 -4.046 1.989
H29 -3.447 -4.884 0.681
H30 -4.363 -4.266 2.049
O2 2.169 -8.073 1.238
C39 0.773 -7.921 1.462
N9 0.288 -6.923 0.553
C40 0.094 -5.632 0.941
O3 0.173 -5.261 2.097
C41 -0.233 -4.650 -0.148
C42 -0.627 -4.969 -1.441
C43 -0.894 -3.940 -2.332
C44 -0.731 -2.632 -1.903
N10 -0.346 -2.305 -0.669
C45 -0.137 -3.303 0.182
H31 2.476 -8.846 1.725
H32 0.567 -7.571 2.472
H33 0.254 -8.863 1.276
H34 0.396 -7.116 -0.429
H35 -0.747 -5.996 -1.763
H36 -1.220 -4.149 -3.341
H37 -0.940 -1.803 -2.573
H38 0.129 -3.045 1.202

- HOMO-LUMO gap (eV) = 4.70
- LUMO level (eV) = -8.18
- charge = +2

=====

[2]
Below is a cluster of 3 separate species, C20H45N4O3 in total in a non-equilibrium geometry, with properties calculated with wB97M-V/def2-TZVPD.

Cartesian coordinates (Å):
C1 0.472 3.219 -3.277
C2 -0.110 1.795 -3.070
C3 0.936 0.649 -3.053
C4 1.011 -0.060 -1.672
C5 2.264 0.335 -0.801
C6 3.367 -0.588 -1.291
C7 4.684 -0.466 -0.522
N1 4.879 0.876 0.075
C8 2.422 1.813 -1.010
N2 1.708 2.445 -0.185
C9 0.982 1.563 0.760
C10 1.917 0.367 0.691
C11 1.440 -0.939 1.319
C12 1.690 -0.902 2.813
O1 1.093 -0.179 3.492
H1 0.271 3.815 -2.390
H2 -0.022 3.736 -4.087
H3 1.544 3.189 -3.454
H4 -0.704 1.816 -2.162
H5 -0.810 1.590 -3.868
H6 1.905 0.957 -3.439
H7 0.566 -0.100 -3.742
H8 0.082 0.095 -1.139
H9 1.053 -1.123 -1.866
H10 2.996 -1.599 -1.159
H11 3.483 -0.466 -2.363
H12 4.813 -1.266 0.201
H13 5.485 -0.622 -1.238
H14 4.847 0.819 1.088
H15 5.839 1.143 -0.111
H16 3.005 2.326 -1.749
H17 1.616 3.453 -0.141
H18 -0.011 1.420 0.339
H19 0.812 1.991 1.739
H20 2.752 0.681 1.316
H21 1.997 -1.772 0.893
H22 0.391 -1.147 1.120
H23 2.482 -1.562 3.210
C13 -1.067 -6.488 3.161
C14 -0.720 -5.155 3.817
C15 -0.267 -4.075 2.822
O2 1.061 -4.234 2.338
C16 1.197 -5.173 1.284
N3 0.276 -5.390 4.866
H24 -0.179 -7.059 2.889
H25 -1.642 -7.106 3.850
H26 -1.669 -6.342 2.261
H27 -1.631 -4.783 4.295
H28 -0.273 -3.114 3.345
H29 -0.972 -3.983 1.985
H30 0.326 -5.170 0.622
H31 1.366 -6.177 1.674
H32 2.077 -4.895 0.701
H33 0.429 -4.526 5.382
H34 1.169 -5.566 4.412
C17 -5.419 4.169 -0.192
C18 -4.911 2.842 -0.749
C19 -3.404 2.836 -1.056
O3 -3.031 3.521 -2.237
C20 -2.927 4.930 -2.103
N4 -5.711 2.483 -1.922
H35 -5.536 4.924 -0.968
H36 -6.397 4.031 0.267
H37 -4.744 4.562 0.572
H38 -5.081 2.082 0.020
H39 -3.101 1.796 -1.217
H40 -2.823 3.208 -0.198
H41 -2.555 5.218 -1.116
H42 -3.887 5.412 -2.294
H43 -2.225 5.285 -2.858
H44 -5.453 1.549 -2.231
H45 -5.423 3.084 -2.690

- HOMO-LUMO gap (eV) = 7.84
- LUMO level (eV) = -3.33
- charge = +1

=====

[3]
Below is a structure of composition C31H47BrCl4MgN5O15 in a non-equilibrium geometry, with properties calculated with wB97M-V/def2-TZVPD.

Cartesian coordinates (Å):
N1 1.834 2.401 -1.372
C1 3.162 2.521 -1.939
C2 4.125 2.876 -0.804
O1 4.280 4.281 -0.632
C3 5.479 2.138 -0.984
C4 5.486 0.818 -0.250
C5 5.783 0.670 1.070
C6 5.715 -0.583 1.619
C7 5.336 -1.658 0.867
C8 5.068 -1.478 -0.440
N2 5.152 -0.249 -0.974
H1 1.843 1.679 -0.667
H2 1.659 3.246 -0.839
H3 3.170 3.300 -2.690
H4 3.438 1.563 -2.342
H5 3.678 2.471 0.085
H6 4.646 4.686 -1.431
H7 6.324 2.698 -0.627
H8 5.630 1.922 -2.034
H9 6.072 1.527 1.688
H10 5.968 -0.685 2.654
H11 5.265 -2.639 1.285
H12 4.777 -2.268 -1.096
H13 4.942 -0.108 -1.950
O2 8.395 0.063 -1.726
H14 7.455 0.002 -1.544
H15 8.822 -0.437 -1.023
C9 -2.049 2.119 1.166
N3 -0.760 2.616 0.637
O3 0.235 1.941 0.770
O4 -0.750 3.704 0.079
H16 -1.881 1.149 1.611
H17 -2.407 2.838 1.898
H18 -2.727 2.041 0.323
Br1 4.719 3.174 1.822
Mg1 2.828 5.310 0.580
C10 0.430 -6.233 -4.631
O5 0.219 -5.535 -3.422
C11 -0.581 -6.237 -2.484
C12 -0.062 -6.101 -1.074
O6 1.176 -6.737 -0.781
C13 2.368 -6.226 -1.351
C14 2.760 -4.843 -0.869
O7 1.882 -3.866 -1.385
C15 1.450 -2.872 -0.482
H19 -0.424 -6.078 -5.298
H20 1.323 -5.832 -5.111
H21 0.588 -7.303 -4.464
H22 -0.657 -7.295 -2.754
H23 -1.590 -5.805 -2.497
H24 -0.790 -6.593 -0.424
H25 -0.036 -5.055 -0.775
H26 2.347 -6.260 -2.442
H27 3.151 -6.919 -1.033
H28 3.778 -4.619 -1.232
H29 2.769 -4.835 0.229
H30 1.199 -3.299 0.496
H31 0.553 -2.415 -0.890
H32 2.215 -2.088 -0.361
N4 -2.401 8.254 -1.658
C16 -2.453 9.428 -1.037
C17 -1.757 9.715 0.129
C18 -0.965 8.724 0.680
C19 -0.906 7.494 0.042
C20 -1.639 7.309 -1.122
H33 -3.087 10.175 -1.501
H34 -1.836 10.689 0.590
H35 -0.407 8.906 1.590
H36 -0.306 6.682 0.439
H37 -1.618 6.362 -1.650
N5 -0.912 0.066 -1.689
O8 -0.722 -0.369 -0.536
O9 -1.741 0.975 -1.865
O10 -0.267 -0.394 -2.639
C21 -4.565 -6.100 -4.012
Cl1 -3.273 -6.701 -5.054
Cl2 -4.367 -4.359 -3.800
Cl3 -6.130 -6.447 -4.735
Cl4 -4.457 -6.894 -2.434
C22 -2.684 1.509 6.731
C23 -3.305 2.725 6.096
C24 -4.815 2.721 6.030
O11 -5.062 3.568 4.895
C25 -3.998 3.463 4.074
O12 -3.960 3.875 2.961
O13 -2.978 2.817 4.690
H38 -3.076 0.595 6.284
H39 -1.606 1.507 6.581
H40 -2.889 1.494 7.801
H41 -2.938 3.634 6.579
H42 -5.290 3.120 6.921
H43 -5.222 1.731 5.814
C26 -6.348 -1.334 0.187
C27 -5.330 -0.899 0.922
C28 -4.163 -1.769 1.216
O14 -3.239 -1.376 1.895
C29 -4.175 -3.143 0.650
C30 -5.194 -3.580 -0.084
C31 -6.363 -2.710 -0.374
O15 -7.291 -3.107 -1.042
H44 -7.209 -0.717 -0.037
H45 -5.301 0.099 1.342
H46 -3.313 -3.760 0.874
H47 -5.223 -4.579 -0.502

- HOMO-LUMO gap (eV) = 2.06
- LUMO level (eV) = -7.11
- charge = +1

=====

[4]
Below is an isolated molecule of C24H27N3O6, with properties calculated with wB97M-V/def2-TZVPD.

Cartesian coordinates (Å):
C1 3.837 -6.295 0.172
C2 3.056 -5.884 -1.062
H1 3.619 -6.090 -1.979
H2 2.100 -6.417 -1.126
O1 2.797 -4.483 -0.984
C3 2.142 -3.946 -2.022
O2 1.781 -4.592 -2.978
C4 1.903 -2.495 -1.857
C5 1.216 -1.819 -2.863
C6 0.925 -0.481 -2.726
C7 1.309 0.204 -1.572
C8 2.027 -0.459 -0.580
C9 2.317 -1.800 -0.724
H3 2.860 -2.320 0.049
H4 2.332 0.073 0.305
N1 0.909 1.541 -1.451
C10 0.632 2.189 -0.283
O3 1.006 1.812 0.805
C11 -0.276 3.401 -0.459
H5 -0.135 3.864 -1.435
H6 -0.079 4.127 0.332
C12 -1.745 2.914 -0.340
N2 -2.073 2.434 0.972
C13 -2.190 1.087 1.009
O4 -2.459 0.395 1.953
N3 -1.999 0.621 -0.320
C14 -1.876 1.655 -1.194
O5 -1.789 1.601 -2.399
C15 -1.870 -0.748 -0.666
C16 -1.124 -1.582 0.156
C17 -0.942 -2.904 -0.205
C18 -1.487 -3.390 -1.382
C19 -2.230 -2.552 -2.195
C20 -2.431 -1.230 -1.840
H7 -3.005 -0.573 -2.473
H8 -2.658 -2.927 -3.112
H9 -1.328 -4.418 -1.669
H10 -0.360 -3.553 0.432
H11 -0.693 -1.194 1.065
C21 -2.473 3.289 2.070
H12 -2.438 4.318 1.705
C22 -1.592 3.155 3.313
C23 -0.180 3.709 3.092
O6 -0.161 4.999 2.507
C24 -0.492 6.044 3.386
H13 0.157 6.034 4.270
H14 -0.337 6.971 2.837
H15 -1.536 5.992 3.715
H16 0.359 3.724 4.049
H17 0.363 3.065 2.399
H18 -1.516 2.105 3.589
H19 -2.085 3.688 4.129
H20 -3.505 3.039 2.343
H21 -2.424 3.709 -0.664
H22 0.478 1.907 -2.292
H23 0.368 0.038 -3.492
H24 0.907 -2.368 -3.739
H25 4.776 -5.750 0.219
H26 4.045 -7.360 0.135
H27 3.263 -6.075 1.069

- HOMO-LUMO gap (eV) = 9.01
- LUMO level (eV) = 0.50
- SMILES = CCOC(=O)c1ccc(NC(=O)C[C@H]2C(=O)N(c3ccccc3)C(=O)N2CCCOC)cc1

=====

[5]
Below is a structure of composition C5H9AlF6NNaO8S3 in a non-equilibrium geometry, with properties calculated with wB97M-V/def2-TZVPD.

Cartesian coordinates (Å):
Na1 -20.620 7.483 -10.069
Al1 -19.536 5.927 -13.165
C1 -19.425 5.822 -7.934
F1 -19.470 5.761 -9.232
F2 -19.151 4.701 -7.321
F3 -18.507 6.755 -7.588
S1 -21.185 6.540 -7.340
O1 -22.064 5.399 -7.023
O2 -20.962 7.368 -6.155
N1 -21.623 7.392 -8.807
S2 -23.089 7.777 -8.444
O3 -24.169 6.944 -9.022
O4 -23.452 8.154 -7.072
C2 -23.308 9.497 -9.370
F4 -22.374 10.374 -9.081
F5 -23.220 9.277 -10.726
F6 -24.462 10.027 -8.974
O5 -19.532 6.451 -11.295
H1 -19.399 6.482 -10.328
O6 -18.234 7.380 -13.297
S3 -18.070 8.391 -12.203
O7 -19.103 9.294 -11.775
O8 -17.484 7.700 -10.789
C3 -17.878 8.257 -9.514
C4 -17.098 7.372 -8.536
C5 -16.648 9.500 -12.612
H2 -18.895 8.200 -9.124
H3 -17.590 9.288 -9.305
H4 -16.035 7.313 -8.770
H5 -17.330 6.307 -8.522
H6 -17.279 7.720 -7.519
H7 -16.978 10.040 -13.499
H8 -15.789 8.828 -12.628
H9 -16.430 10.006 -11.671

- HOMO-LUMO gap (eV) = 2.26
- LUMO level (eV) = -13.81
- charge = +2

=====

[6]
Below is a structure of composition C36H53N4O3Ti in a non-equilibrium geometry, with properties calculated with wB97M-V/def2-TZVPD.

Cartesian coordinates (Å):
Ti1 -0.133 0.014 1.108
C1 -3.333 -2.582 -1.367
C2 -2.975 -1.110 -1.581
C3 -3.202 -0.722 -3.042
C4 -3.750 -0.215 -0.629
C5 -5.138 -0.305 -0.654
C6 -5.920 0.402 0.239
C7 -5.307 1.216 1.173
C8 -3.924 1.367 1.224
C9 -3.373 2.303 2.279
C10 -2.753 1.537 3.445
C11 -2.441 3.379 1.745
C12 -3.148 0.650 0.302
N1 -1.716 0.782 0.294
C13 -1.115 1.246 -0.872
C14 0.226 1.497 -0.884
N2 0.943 1.306 0.309
C15 2.328 1.700 0.389
C16 2.688 2.911 0.996
C17 4.046 3.198 1.114
C18 5.019 2.337 0.642
C19 4.642 1.157 0.031
C20 3.300 0.816 -0.105
C21 2.951 -0.518 -0.726
C22 3.097 -1.635 0.309
C23 3.783 -0.830 -1.971
C24 1.715 3.919 1.572
C25 1.064 3.389 2.849
C26 0.709 4.466 0.561
H1 -2.683 -3.224 -1.966
H2 -4.361 -2.789 -1.667
H3 -3.239 -2.870 -0.321
H4 -1.912 -1.007 -1.364
H5 -4.251 -0.840 -3.317
H6 -2.619 -1.363 -3.707
H7 -2.933 0.317 -3.241
H8 -5.610 -0.959 -1.376
H9 -6.997 0.320 0.209
H10 -5.913 1.775 1.875
H11 -4.249 2.823 2.680
H12 -1.890 0.943 3.131
H13 -3.473 0.852 3.895
H14 -2.404 2.224 4.218
H15 -1.456 2.984 1.506
H16 -2.308 4.161 2.495
H17 -2.838 3.844 0.841
H18 -1.744 1.442 -1.733
H19 0.759 1.882 -1.745
H20 4.338 4.127 1.588
H21 6.065 2.587 0.747
H22 5.403 0.486 -0.342
H23 1.908 -0.479 -1.050
H24 4.132 -1.699 0.649
H25 2.822 -2.603 -0.116
H26 2.478 -1.465 1.195
H27 4.823 -1.041 -1.721
H28 3.772 -0.002 -2.680
H29 3.391 -1.718 -2.470
H30 2.336 4.769 1.869
H31 0.521 2.459 2.665
H32 0.356 4.114 3.251
H33 1.817 3.189 3.612
H34 -0.039 3.732 0.272
H35 1.214 4.806 -0.344
H36 0.185 5.320 0.991
N3 1.748 -2.928 -7.030
C27 1.362 -3.839 -6.108
O1 1.233 -5.021 -6.333
C28 1.065 -3.301 -4.727
C29 0.573 -2.025 -4.491
C30 0.286 -1.652 -3.190
N4 0.477 -2.469 -2.155
C31 0.952 -3.697 -2.382
C32 1.247 -4.156 -3.649
H37 1.980 -3.260 -7.952
H38 1.994 -1.988 -6.781
H39 0.382 -1.330 -5.298
H40 -0.100 -0.666 -2.958
H41 1.100 -4.326 -1.512
H42 1.603 -5.163 -3.811
C33 0.428 -1.504 4.770
C34 0.835 -0.207 4.106
C35 2.330 0.031 4.078
O2 0.355 -0.222 2.752
H43 0.728 -1.496 5.817
H44 0.916 -2.351 4.285
H45 -0.652 -1.641 4.728
H46 0.325 0.637 4.585
H47 2.576 0.866 3.421
H48 2.861 -0.857 3.730
H49 2.686 0.269 5.081
C36 -0.636 -2.943 0.947
O3 -0.153 -1.799 0.221
H50 0.114 -3.251 1.676
H51 -0.833 -3.749 0.240
H52 -1.569 -2.682 1.450
H53 0.104 -2.056 -0.788

- HOMO-LUMO gap (eV) = 7.64
- LUMO level (eV) = -2.86
- charge = +1

=====

[7]
Below is an isolated molecule of C5H8F2 in a non-equilibrium geometry, with properties calculated with wB97M-V/def2-TZVPD.

Cartesian coordinates (Å):
C1 -1.099 0.355 -1.019
C2 0.163 -0.045 -0.133
C3 1.127 1.005 0.292
C4 -0.549 -0.544 0.997
C5 0.452 -1.524 -0.031
H1 -1.391 1.361 -0.507
H2 -0.896 0.671 -2.122
H3 0.611 1.775 0.892
H4 1.821 0.540 1.017
H5 0.005 -0.110 1.889
H6 -1.498 -0.738 1.040
H7 -0.041 -2.323 -0.646
H8 1.611 -1.587 0.123
F1 -2.149 -0.414 -1.102
F2 1.834 1.578 -0.688

- HOMO-LUMO gap (eV) = 10.69
- LUMO level (eV) = 1.00
- SMILES = FCC1(CF)CC1

=====

Which of these has the lowest LUMO level?
C5H9AlF6NNaO8S3

=====

Look up the HOMO-LUMO gap of the fifth one.
2.26 eV

=====

Which formula does entry 4 have?
C24H27N3O6